Entry 1:
{
  "formula": "C22H35BrN3O2SV",
  "method": "the ωB97M-V functional and the def2-TZVPD basis",
  "symbols": ["H", "H", "H", "H", "C", "C", "H", "H", "O", "C", "C", "C", "H", "H", "H", "H", "H", "C", "C", "H", "C", "H", "H", "H", "C", "C", "H", "H", "H", "C", "H", "C", "N", "H", "H", "H", "C", "C", "H", "C", "O", "H", "H", "H", "H", "H", "H", "C", "C", "V", "C", "C", "H", "C", "C", "N", "S", "Br", "N", "H", "H", "H", "H", "H", "C"],
  "positions_angstrom": [[4.33455, 1.47634, -1.90983], [0.47184, -0.46091, 4.68931], [-1.80075, -0.96440, 2.66020], [-3.02560, 0.43558, 5.07616], [2.02433, -4.54268, -2.34370], [-1.21623, 1.57490, 5.47271], [1.62238, -4.09139, -5.03634], [2.70256, 1.52742, -2.60377], [-1.86722, 1.53705, 2.90805], [-1.08455, -1.32975, 3.39099], [-2.59266, 3.34267, -1.02167], [-3.43985, 4.36701, -1.47498], [-1.59923, 2.59766, 5.48537], [0.69773, -2.58629, -4.88172], [2.97940, -4.01576, -2.26641], [-0.72906, -4.86037, -2.24304], [2.26903, 1.33146, 1.12882], [1.58252, -0.44286, -1.03413], [3.90324, -0.51132, -0.05838], [-0.32433, 1.54897, 6.10754], [3.42834, 0.88791, -2.09099], [3.60013, 2.10231, 0.26582], [1.94332, 2.31615, -0.29853], [3.50940, -0.91116, 0.88279], [-0.02549, -0.28325, 3.73151], [1.43916, -3.22502, -4.39260], [2.19602, -5.45036, -2.93011], [-1.08164, -4.01884, -3.76717], [-0.04106, -5.44227, -3.76218], [-0.60882, -2.09425, -1.72978], [1.71925, -4.84129, -1.33608], [-0.30447, -4.54228, -3.20144], [-3.91550, 5.28523, -0.63993], [-1.84623, -0.41397, 6.09339], [2.37399, -2.66107, -4.31501], [4.21486, -1.35657, -0.67595], [1.71196, -1.60006, -1.80249], [2.85892, 0.38016, -0.75478], [-4.47284, 5.14560, -3.03952], [-2.68808, 4.22912, 1.10012], [0.02964, 0.97438, 0.17986], [3.68999, 0.06879, -2.76569], [-3.92307, 5.95842, 1.31264], [4.79785, 0.07767, 0.17068], [-2.38422, 4.17664, 2.13339], [-1.63225, -1.66651, 4.26638], [-3.59615, 3.71037, -3.42682], [2.63715, 1.60207, 0.13951], [0.94462, -3.68232, -3.01461], [-1.15015, 1.89765, 1.09789], [-0.75321, -0.95023, -0.97228], [0.66535, -2.44313, -2.16018], [-2.21814, 2.57399, -1.68142], [-2.28042, 0.55614, 5.86232], [0.29933, -0.12457, -0.60944], [-3.78721, 4.45557, -2.78341], [-0.58537, 1.43228, 3.81884], [-2.49758, -0.47284, -0.38189], [-2.23412, 3.27904, 0.25141], [-0.58130, -2.18966, 2.95011], [-1.48134, -2.69211, -1.97192], [2.70539, -1.85784, -2.15155], [0.74504, -0.24070, 2.96422], [-2.79447, 0.91088, 6.75599], [-3.53472, 5.20660, 0.63368]],
  "mulliken_charge": [0.461, 0.558, 0.189, 0.309, -1.605, -0.556, 0.455, 0.355, -0.705, -1.119, -0.258, 0.334, 0.434, 0.355, 0.319, 0.421, 0.185, -0.999, -1.643, 0.471, -1.646, 0.570, 0.272, 0.325, -0.288, -1.582, 0.466, 0.367, 0.427, 0.094, 0.361, -2.131, -0.582, 0.281, 0.314, 0.303, -0.279, 2.084, 0.256, -0.288, -0.476, 0.290, 0.357, 0.466, 0.392, 0.339, 0.207, -1.902, 1.802, 1.185, -0.253, -0.272, 0.376, -1.190, 1.310, -0.403, 0.564, -0.215, -0.253, 0.387, 0.610, 0.298, 0.085, 0.398, -0.383],
  "total_charge": 1,
  "homo_ev": [-10.34, -10.87],
  "gap_ev": [7.5, 7.8],
  "de_lowest_kj_mol": 60.48,
  "spin_multiplicity": 4,
  "e_tot_ha": -5090.06872
}

***

Entry 2:
{
  "formula": "C8H12ClN3O2",
  "method": "the ωB97M-V functional and the def2-TZVPD basis",
  "symbols": ["H", "N", "C", "H", "C", "N", "O", "H", "C", "H", "C", "H", "C", "Cl", "C", "C", "H", "H", "H", "O", "N", "H", "H", "C", "H", "H"],
  "positions_angstrom": [[-3.87195, 0.64572, 2.22785], [2.71205, -0.42007, -0.01400], [-0.68140, -0.29415, -1.19791], [3.00854, -2.17187, 1.08027], [-1.49684, 0.79496, 0.68231], [-0.45948, 0.40786, -0.06232], [-4.28641, -0.14069, -1.37919], [4.69865, 0.31339, -0.20323], [1.99661, 0.62375, -0.27529], [-1.21577, 1.27663, 1.61653], [-2.82119, 0.65523, 0.37300], [4.09090, -0.60138, -1.62718], [-3.16197, 0.02559, -0.89510], [2.44913, 1.70557, -1.49862], [2.29154, -1.34727, 1.06042], [4.10139, -0.54840, -0.53143], [1.14973, 0.94385, 0.36177], [-3.80651, 2.22400, 1.43092], [1.28375, -1.72587, 0.83042], [0.19769, -0.81571, -1.89130], [-2.03047, -0.42607, -1.57367], [-2.17972, -0.93396, -2.42209], [-4.85448, 0.93258, 0.75755], [-3.90652, 1.14706, 1.25303], [4.50502, -1.46615, -0.12667], [2.28771, -0.80462, 2.02393]],
  "mulliken_charge": [0.291, 0.205, 0.160, 0.342, -0.354, -0.365, -0.732, 0.358, 0.139, 0.409, 0.435, 0.355, 0.541, -0.088, -0.771, -0.973, 0.448, 0.290, 0.278, -0.701, -0.067, 0.195, 0.326, -1.378, 0.342, 0.316],
  "total_charge": 0,
  "homo_ev": -7.22,
  "gap_ev": 6.6,
  "spin_multiplicity": 1,
  "e_tot_ha": -1086.94164
}

***

Entry 3:
{
  "formula": "C6H9ClSSi",
  "method": "the ωB97M-V functional and the def2-TZVPD basis",
  "symbols": ["H", "C", "H", "C", "C", "H", "H", "Si", "C", "C", "H", "H", "C", "Cl", "H", "S", "H", "H"],
  "positions_angstrom": [[-1.16902, -1.23967, -1.43863], [3.03004, 0.35491, -1.41357], [-0.42147, -0.01635, 2.42680], [1.02099, 0.74656, -0.20710], [-1.10438, 0.77523, 2.08146], [1.14007, -0.01030, -2.26376], [3.64102, -0.03221, -2.13861], [-0.90860, 0.88511, 0.14804], [3.54458, 0.86919, -0.24368], [1.61398, 0.28186, -1.39611], [-2.13943, 0.55887, 2.38355], [4.54608, 1.08785, 0.16035], [-1.80410, -0.64132, -0.65410], [-1.78602, 2.39418, -0.92233], [-2.70302, -0.38829, -1.19877], [2.27880, 1.24958, 0.89806], [-0.73278, 1.63442, 2.55953], [-2.09969, -1.40624, 0.16017]],
  "mulliken_charge": [0.269, -0.710, 0.332, 0.018, -1.106, 0.456, 0.428, 0.686, -0.256, -0.308, 0.311, 0.350, -1.061, -0.312, 0.353, -0.077, 0.366, 0.263],
  "total_charge": 0,
  "homo_ev": -8.97,
  "gap_ev": 9.7,
  "de_lowest_kj_mol": 0.00,
  "spin_multiplicity": 1,
  "e_tot_ha": -1381.94571
}

***

Entry 4:
{
  "formula": "C4H7NO",
  "method": "the ωB97M-V functional and the def2-TZVPD basis",
  "symbols": ["H", "H", "O", "H", "C", "H", "C", "C", "C", "H", "H", "N", "H"],
  "positions_angstrom": [[-0.66020, 1.85131, -0.21547], [1.52149, 0.14196, -1.63144], [-0.94130, 0.18735, 1.84980], [2.09476, -0.94727, 0.30994], [1.06574, 0.55599, -0.71565], [-1.91218, -0.86545, 0.39792], [0.22219, -0.73124, -0.11903], [-0.68292, 0.83878, -0.54729], [-1.03819, -0.20641, 0.51199], [-1.23511, 0.65523, -1.48019], [0.16150, -1.49086, -0.87461], [1.39014, -0.24085, 0.48720], [0.01409, 0.25145, 2.02685]],
  "mulliken_charge": [0.266, 0.225, -0.568, 0.253, -0.567, 0.357, 0.261, -0.425, -0.306, 0.294, 0.461, -0.633, 0.382],
  "total_charge": 0,
  "homo_ev": -7.87,
  "gap_ev": 8.7,
  "de_lowest_kj_mol": 525.07,
  "spin_multiplicity": 1,
  "e_tot_ha": -286.43166
}

***

Entry 5:
{
  "formula": "C6H15BClN2O2S",
  "method": "the ωB97M-V functional and the def2-TZVPD basis",
  "symbols": ["C", "H", "C", "H", "H", "H", "H", "N", "H", "H", "H", "H", "O", "B", "N", "H", "H", "H", "C", "C", "Cl", "H", "H", "H", "C", "C", "S", "O"],
  "positions_angstrom": [[-2.82122, -0.10964, 0.80436], [3.47320, 0.04368, 1.29544], [0.52175, 2.09873, 0.83807], [3.22753, -1.58727, 0.70615], [1.07128, -0.39076, 0.62692], [-1.32017, -2.85805, -0.40247], [2.82721, 0.87341, -0.78548], [2.72375, -0.12799, -0.69188], [-2.20590, 0.31884, 1.58613], [-3.32536, 0.70110, 0.28677], [1.14178, -1.47384, -0.74324], [-2.11466, -2.55987, 1.10904], [0.08329, 1.36303, 1.68839], [-1.53651, -0.28107, -1.29055], [-2.08954, -0.92779, -0.16062], [-2.87914, 0.47242, -2.45120], [4.58466, -0.66368, 0.10354], [-1.06207, 2.32438, -0.50806], [3.55971, -0.59715, 0.42614], [-1.44880, -2.12288, 0.37988], [1.84597, 3.19481, 1.14903], [-3.60876, -0.70522, 1.24215], [-0.50192, -1.96030, 0.88649], [0.44334, 2.91424, -1.17827], [1.34224, -0.45821, -0.42289], [0.00125, 2.13760, -0.57841], [0.22676, 0.54667, -1.42627], [-2.15968, -0.16519, -2.48914]],
  "mulliken_charge": [-0.984, 0.323, 0.479, 0.377, 0.528, 0.359, 0.267, -0.390, 0.294, 0.349, 0.664, 0.277, -0.410, 0.361, 0.167, 0.351, 0.328, 0.414, -0.936, -0.978, -0.096, 0.358, 0.311, 0.542, -0.920, -0.723, 0.097, -0.409],
  "total_charge": 1,
  "homo_ev": -12.85,
  "gap_ev": 8.5,
  "spin_multiplicity": 1,
  "e_tot_ha": -1380.60691
}

***

Entry 6:
{
  "formula": "C4H34N2O13S",
  "method": "the ωB97M-V functional and the def2-TZVPD basis",
  "symbols": ["H", "H", "H", "H", "O", "O", "O", "H", "O", "O", "N", "H", "H", "O", "C", "O", "H", "C", "H", "C", "H", "O", "H", "H", "H", "O", "H", "S", "H", "N", "H", "O", "H", "H", "H", "H", "H", "H", "H", "H", "H", "O", "H", "H", "H", "O", "H", "H", "O", "H", "C", "H", "H", "H"],
  "positions_angstrom": [[-1.45389, 1.50221, -2.97067], [3.20593, -0.53191, -2.82330], [0.59743, 1.94513, 0.20530], [-1.24581, 1.04147, -4.37576], [-0.70734, 0.82585, 2.97844], [-0.72368, 1.21501, -3.59744], [-2.82917, 0.99979, -2.11217], [3.65991, 0.85447, 1.07855], [3.42361, 1.77257, 1.21023], [1.65294, 0.99616, -1.19683], [0.46807, -3.04928, 0.78244], [-2.37309, 0.48149, -1.39305], [3.86702, 2.19590, 0.46697], [1.99833, 1.47807, -4.11571], [-0.75393, -2.49234, 0.16944], [3.27419, -0.50059, -1.86247], [-3.52956, 1.34333, -1.55977], [-1.36762, -3.41453, -0.87594], [-2.24449, -0.44572, 0.71763], [-0.52288, -0.98885, -0.26619], [-2.74952, -0.07650, 3.15785], [-3.06084, 2.59965, 0.20597], [1.21388, 0.88612, -2.03658], [2.09704, 2.16697, 2.30809], [0.97919, 3.24136, 2.65143], [1.56604, -1.56607, 3.09497], [-1.57914, -4.37551, -0.41327], [-2.55464, -2.72902, -1.98906], [1.03223, 1.58457, -3.93089], [-1.34109, -0.06091, 0.43968], [-0.72953, 2.74833, 0.42900], [1.64023, -2.98130, -1.18646], [3.25548, -1.38921, -1.51856], [0.56058, -0.82321, -0.27924], [-0.57232, -3.51173, -1.63444], [-0.68946, 1.18463, 2.09338], [-3.02638, 1.96639, 0.99536], [2.29528, -1.02460, 2.79068], [-2.69900, 1.44805, 3.06584], [0.48880, -3.15965, 1.78531], [-1.36980, -2.34229, 1.07162], [0.25254, 2.79499, 0.50701], [2.02787, 0.11332, -1.08780], [1.10932, -0.89802, 3.59319], [-0.95260, 0.25042, 1.33214], [-3.11502, 0.69647, 2.65990], [-2.27919, 3.12796, 0.49289], [0.17232, 1.17904, 3.28802], [1.38973, 2.44456, 2.91905], [-3.69782, -2.83429, -1.29392], [1.56916, -3.12285, 0.03101], [-0.53878, -1.02437, -1.36342], [2.49520, -3.34162, 0.60955], [2.41427, 1.60007, -3.24796]],
  "mulliken_charge": [0.352, 0.322, 0.354, 0.273, -0.689, -0.692, -0.767, 0.267, -0.658, -0.515, 0.001, 0.406, 0.308, -0.678, -0.291, -0.646, 0.237, -0.893, 0.290, -0.147, 0.315, -0.648, 0.144, 0.401, 0.303, -0.580, 0.445, -0.223, 0.397, 0.520, 0.284, -0.589, 0.286, -0.482, 0.283, 0.283, 0.345, 0.298, 0.331, 0.309, 0.525, -0.592, 0.296, 0.269, -0.404, -0.676, 0.328, 0.373, -0.714, 0.108, -0.183, 0.595, 0.409, 0.407],
  "total_charge": 0,
  "homo_ev": -9.08,
  "gap_ev": 8.9,
  "de_lowest_kj_mol": 398.31,
  "spin_multiplicity": 1,
  "e_tot_ha": -1658.55666
}